Computed, not measured: a cluster of 9 separate species, C46H46N8O2 in total in a non-equilibrium geometry, with wB97M-V/def2-TZVPD.

Values from the calculation:
**Gap between HOMO and LUMO**: 8.9 eV
**LUMO**: 0.2 eV
**SMILES**: Oc1ccc(O)cc1.c1ccncc1.c1ccncc1.c1ccncc1.c1ccncc1.c1ccncc1.c1ccncc1.c1ccncc1.c1ccncc1
**Maximum force**: 14.3 eV Å⁻¹
**Energy above the lowest of the compared OMol25 structures with the same formula, charge and spin**: 57.36 kcal per mole
**Total charge**: 0

Each line ends with the Mulliken charge.
Geometry (Å):
1 O 42.6580 3.0680 -2.6520  -0.550
2 C 41.6700 4.0120 -2.9490  0.569
3 C 41.4180 5.0240 -2.0430  -0.732
4 C 40.5020 6.1350 -2.4660  -0.246
5 C 39.8980 6.0630 -3.6360  0.399
6 O 38.6290 6.7260 -3.8320  -0.494
7 C 40.0350 4.9030 -4.4660  -0.166
8 C 41.0200 3.8890 -4.1750  -1.030
9 H 42.5200 2.1530 -3.0060  0.332
10 H 41.8240 5.2790 -1.0140  0.306
11 H 40.0800 6.8100 -1.9030  0.578
12 H 37.9940 6.2280 -4.2400  0.187
13 H 39.4450 4.6870 -5.5730  0.122
14 H 41.4920 3.4170 -4.7680  0.675
15 C 33.1720 11.8130 2.0880  -0.010
16 C 31.8690 11.9010 1.5330  -0.325
17 C 31.2410 10.7180 1.1030  -0.448
18 N 31.8790 9.5520 1.1180  -0.472
19 C 33.0630 9.4900 1.8200  -0.853
20 C 33.7540 10.6230 2.2400  0.356
21 H 33.6040 12.7970 2.4880  0.196
22 H 31.4590 12.9160 1.7380  0.336
23 H 30.1970 10.8530 0.7130  0.288
24 H 33.3600 8.5760 1.9790  1.012
25 H 34.7950 10.6980 2.8400  -0.120
26 C 36.6640 11.4240 -2.5910  -0.446
27 C 35.7510 11.3440 -1.5140  -0.633
28 C 34.4680 11.2170 -1.7160  -0.667
29 N 33.9240 10.9830 -2.9010  -0.579
30 C 34.8350 10.9550 -4.0350  -0.779
31 C 36.2280 11.1220 -3.9040  -0.402
32 H 37.6670 11.6620 -2.3600  0.701
33 H 36.1560 11.5100 -0.5970  0.827
34 H 33.7640 11.3240 -1.0450  0.934
35 H 34.4490 10.7810 -4.9680  0.439
36 H 36.9300 11.1870 -4.6090  0.598
37 C 36.8580 6.1830 4.8490  -0.248
38 C 38.2520 6.2070 4.6990  -0.385
39 C 38.7290 5.7100 3.4390  -0.041
40 N 38.0850 4.8100 2.6290  -0.524
41 C 36.7430 4.8190 2.8880  -0.232
42 C 36.1250 5.4240 3.9430  -0.225
43 H 36.4290 6.8830 5.5730  0.375
44 H 39.1210 6.8560 5.1070  0.267
45 H 39.8630 5.6990 3.2120  0.319
46 H 36.0150 4.4340 2.1280  0.321
47 H 35.0310 5.3220 4.0470  0.362
48 C 39.3390 11.4190 -5.6990  -0.352
49 C 39.6360 10.2220 -5.1240  -0.175
50 C 40.3650 10.2970 -3.8880  -0.054
51 N 40.7670 11.3780 -3.2950  -0.644
52 C 40.3940 12.5420 -3.8320  -0.317
53 C 39.7070 12.5800 -5.0510  -0.298
54 H 38.9510 11.3850 -6.6720  0.494
55 H 39.0420 9.2540 -5.4090  0.222
56 H 40.5920 9.3110 -3.5410  0.457
57 H 40.8010 13.5890 -3.5260  0.336
58 H 39.7400 13.4720 -5.7390  0.345
59 C 37.0760 7.7170 1.2310  -0.926
60 C 37.5600 7.8880 -0.1090  0.130
61 C 38.4310 9.0210 -0.2920  -0.808
62 N 38.6510 10.0020 0.6330  -0.209
63 C 38.1580 9.9200 1.9120  -0.681
64 C 37.2900 8.7270 2.2780  -0.197
65 H 36.3260 7.0720 1.0380  0.827
66 H 37.5270 7.2510 -1.0000  0.277
67 H 38.8000 9.2070 -1.3450  0.386
68 H 38.5470 10.6780 2.7180  -0.054
69 H 36.7800 8.4800 3.0850  1.276
70 C 34.1500 5.6400 -0.6990  -0.276
71 C 33.6870 6.9630 -1.2230  -0.317
72 C 34.5390 7.3710 -2.3860  -0.243
73 N 35.5180 6.6740 -3.0160  -0.344
74 C 35.6930 5.4650 -2.4970  -0.017
75 C 35.1450 4.9620 -1.3380  -0.403
76 H 33.6980 5.3120 0.2960  0.331
77 H 32.8000 7.5330 -0.7440  0.376
78 H 34.2890 8.3370 -2.7290  0.480
79 H 36.7020 5.1260 -2.9560  0.119
80 H 35.3980 3.9980 -0.8510  0.323
81 C 37.0600 12.7950 4.8480  0.145
82 C 35.9850 12.0230 5.2070  -1.058
83 C 36.2040 10.6560 5.5110  -0.110
84 N 37.4140 10.0430 5.5540  -0.298
85 C 38.5240 10.9010 5.3090  -0.499
86 C 38.3580 12.2760 4.8930  -0.495
87 H 36.8070 13.9600 4.7780  0.263
88 H 35.1690 12.4000 5.3840  0.968
89 H 35.3000 10.0420 5.5750  0.349
90 H 39.5590 10.5860 5.3380  0.330
91 H 39.1170 13.0010 4.8620  0.466
92 C 37.8380 13.7600 0.9250  0.250
93 C 36.5900 14.3340 0.8700  -0.625
94 C 36.4420 15.0590 -0.2390  -0.226
95 N 37.3820 15.4580 -1.1670  -0.646
96 C 38.6280 14.8560 -0.9910  -0.053
97 C 38.8050 13.9010 -0.0310  -0.326
98 H 38.1080 13.3360 1.8810  0.123
99 H 35.7980 14.2940 1.4880  0.628
100 H 35.4830 15.5630 -0.4990  0.377
101 H 39.5080 14.6730 -1.6500  0.137
102 H 39.7230 13.3290 -0.1060  0.345

---

Computed, not measured: a structure of composition C46H47AsBClHfN4O7S3Si in a non-equilibrium geometry, with wB97M-V/def2-TZVPD.

Values from the calculation:
**Gap between HOMO and LUMO**: 5.2 eV
**LUMO**: 3.5 eV
**Maximum force**: 3.6 eV Å⁻¹
**Energy above the lowest of the compared OMol25 structures with the same formula, charge and spin**: 49.12 kcal per mole
**Total charge**: -2

Each line ends with the Mulliken charge.
Geometry (Å):
1 Hf -0.2066 2.3898 0.8117  -0.455
2 C -2.6738 3.7487 3.9323  -1.329
3 N -2.2572 4.9504 3.2402  0.392
4 C -3.0312 6.0912 2.9138  -0.281
5 C -2.1843 7.0075 2.3563  -0.680
6 N -0.9431 6.4077 2.2364  0.021
7 B 0.3608 6.9044 1.4270  0.308
8 N 0.0900 6.5167 -0.0389  0.593
9 C 0.7258 7.2546 -1.0340  -0.543
10 C 0.3628 6.7658 -2.2685  -0.609
11 N -0.5416 5.7465 -1.9908  0.328
12 C -1.0636 4.8487 -3.0133  -1.051
13 C -0.6433 5.5794 -0.6450  0.041
14 S -1.7909 4.3752 0.0107  -0.661
15 C -0.9853 5.1036 2.7224  -0.205
16 S 0.3337 4.0104 2.7899  -0.463
17 H -3.4942 3.9030 4.6160  0.441
18 H -1.7879 3.3445 4.3866  0.472
19 H -2.9992 3.0130 3.1960  0.380
20 H -4.0791 5.9694 3.0818  0.448
21 H -2.3521 7.9541 1.8945  0.461
22 H 0.3822 8.1232 1.4326  -0.222
23 H 1.4209 6.5000 1.8796  -0.111
24 H 1.3765 8.1035 -0.8133  0.409
25 H 0.7298 6.8967 -3.2258  0.509
26 H -1.8776 5.3014 -3.6750  0.267
27 H -1.4255 3.9458 -2.5419  0.285
28 H -0.3017 4.5837 -3.7522  0.395
29 O 0.2522 1.3043 -3.2831  -0.758
30 C 0.2765 1.8363 -2.1592  0.590
31 O -0.4389 1.4721 -1.1151  -0.798
32 C 1.2056 3.0354 -1.7666  0.705
33 O 1.8475 3.7256 -2.5800  -0.711
34 O 1.2712 3.1871 -0.4667  -0.832
35 S 1.0837 -6.2505 -4.9805  -0.521
36 C 2.7388 -5.7277 -4.9877  0.362
37 C 3.6421 -6.1995 -6.0434  -0.687
38 C 4.9796 -5.9164 -5.9804  -0.322
39 C 5.5348 -5.0811 -5.0522  -0.718
40 C 4.7175 -4.4990 -4.0975  0.071
41 C 3.3432 -4.8210 -4.0493  -0.581
42 As 2.1640 -3.9062 -2.7132  0.161
43 C 2.2559 -5.3387 -1.4098  0.365
44 C 3.0274 -6.4501 -1.5437  -0.045
45 C 3.2675 -7.2622 -0.4226  -0.539
46 C 2.8075 -6.9154 0.8147  -0.515
47 C 1.9472 -5.8224 0.9155  -0.615
48 C 1.6991 -5.0162 -0.1656  -0.325
49 C 3.4016 -2.5831 -1.9319  0.559
50 C 4.6203 -2.8042 -1.2415  -0.400
51 C 5.4505 -1.7484 -0.9764  -0.542
52 C 5.1128 -0.4218 -1.3073  -0.639
53 C 3.8928 -0.1881 -1.9485  -0.541
54 C 3.0482 -1.2604 -2.2520  -1.103
55 H 3.2028 -6.8482 -6.8013  0.326
56 H 5.6140 -6.2779 -6.7842  0.299
57 H 6.6962 -5.0197 -5.0167  0.176
58 H 5.1597 -3.7842 -3.4372  0.384
59 H 3.4534 -6.7103 -2.5235  0.282
60 H 3.9851 -8.1020 -0.5745  0.286
61 H 3.1893 -7.4798 1.6690  0.324
62 H 1.5232 -5.6168 1.8814  0.442
63 H 1.0158 -4.2023 -0.0447  0.448
64 H 4.8932 -3.7909 -0.9771  0.667
65 H 6.3784 -1.9316 -0.4514  0.370
66 H 5.7546 0.3999 -1.1551  0.465
67 H 3.6700 0.8103 -2.2596  0.507
68 H 2.1654 -1.1245 -2.8703  0.565
69 C -2.9967 -2.2450 3.2976  -1.735
70 C -2.3124 -0.8797 3.3268  2.452
71 C -2.8480 -0.0978 4.5524  -1.766
72 C -0.7468 -1.0130 3.3362  -1.347
73 Si -2.6841 0.0106 1.7522  -1.639
74 O -1.7382 1.3192 1.6103  3.852
75 C -2.3773 -1.1569 0.2342  0.855
76 C -1.0194 -1.2862 -0.2671  -0.140
77 C -0.7379 -2.2524 -1.1938  -0.012
78 C -1.7657 -2.9863 -1.8749  -0.780
79 C -3.0764 -2.8465 -1.3802  -0.642
80 C -3.3574 -1.9413 -0.3573  -0.094
81 C -4.5034 0.5793 1.5795  0.990
82 C -4.7115 1.9210 1.4137  1.289
83 C -6.0102 2.5083 1.2860  -0.933
84 C -7.0693 1.6732 1.1654  -0.783
85 C -6.8428 0.2890 1.3653  -0.528
86 C -5.6113 -0.2437 1.6630  -0.412
87 H -2.7239 -2.7615 4.2601  0.511
88 H -2.6908 -2.7367 2.3872  0.360
89 H -4.0936 -2.1258 3.2769  0.246
90 H -2.4142 -0.5573 5.4351  0.566
91 H -3.9020 -0.1226 4.5593  0.438
92 H -2.4754 0.9382 4.4046  0.079
93 H -0.5277 -1.7948 4.1081  0.454
94 H -0.2467 -0.0526 3.5050  0.098
95 H -0.4037 -1.4509 2.3839  0.166
96 H -0.2419 -0.7196 0.2140  0.166
97 H 0.2607 -2.2863 -1.6956  -0.170
98 H -1.4197 -3.6056 -2.7603  0.392
99 H -3.9552 -3.3450 -1.8201  0.318
100 H -4.4185 -1.9897 -0.0946  0.101
101 H -3.7861 2.5702 1.4554  -0.958
102 H -5.9233 3.5957 1.1364  0.395
103 H -8.0533 1.9247 0.8852  0.424
104 H -7.7409 -0.3805 1.3057  0.289
105 H -5.5650 -1.3557 1.8204  0.062
106 Cl 2.9345 -1.3392 3.0607  -0.243
107 C 3.1911 -0.0708 1.8082  0.374
108 C 2.3872 1.2146 2.0841  0.287
109 O 2.8564 2.2312 2.5930  -0.616
110 O 1.1343 1.1225 1.6203  -0.601
111 H 3.0186 -0.4496 0.7821  -0.494
112 H 4.2140 0.1856 1.9352  0.431

---

Q: Number 2 is which compound?
A: C46H47AsBClHfN4O7S3Si